(1)
{"formula": "C30H32NO3PSTc", "method": "ωB97M-V/def2-TZVPD", "species": ["Tc", "S", "P", "O", "O", "O", "N", "C", "C", "C", "C", "C", "C", "C", "C", "C", "C", "C", "C", "C", "C", "C", "C", "C", "C", "C", "C", "C", "C", "C", "C", "C", "C", "C", "C", "C", "C", "H", "H", "H", "H", "H", "H", "H", "H", "H", "H", "H", "H", "H", "H", "H", "H", "H", "H", "H", "H", "H", "H", "H", "H", "H", "H", "H", "H", "H", "H", "H", "H"], "xyz": [[-1.7105, -0.1332, 0.4124], [-1.8896, 1.2408, 2.8112], [0.6259, 0.3980, 1.0705], [-2.1626, -0.1580, 2.4239], [-1.6767, 2.0267, 1.5895], [-2.8297, 1.7840, 3.7429], [-1.5051, 0.2998, -1.3428], [2.4174, -2.8568, -0.5668], [3.2680, 2.6751, -1.1229], [0.9249, 3.0039, 0.3109], [-0.1703, 1.4861, 4.9440], [-0.9960, 2.6220, -4.7317], [0.8165, 0.8441, 2.8332], [-1.8823, 2.3340, -2.5046], [-0.7283, 0.4904, -3.6253], [1.9075, -1.5875, -0.3718], [-1.6676, 3.1128, -3.6211], [1.5267, 1.7434, 0.2486], [2.5304, -3.7326, 0.5031], [1.4724, 4.0737, -0.3676], [-0.2493, -0.9235, -3.6727], [-2.6505, 2.8617, -1.3386], [-2.5388, -4.6888, 0.3728], [1.0712, 1.4325, 5.5540], [-2.0025, -2.2636, 0.6818], [2.1496, -3.3215, 1.7701], [-0.5568, 1.3073, -4.7223], [1.5536, -1.1521, 0.9068], [-1.2340, -3.4757, -1.3826], [-2.3346, -3.3457, -0.3386], [2.1891, 1.0901, 4.8030], [-1.3810, 0.9892, -2.4563], [1.6655, -2.0422, 1.9744], [2.0682, 0.8015, 3.4541], [2.6429, 3.9110, -1.0945], [-0.2869, 1.1945, 3.5992], [2.7115, 1.5894, -0.4705], [-3.3189, -4.6119, 1.1267], [-0.3228, -3.8554, -0.9283], [2.8914, -4.7386, 0.3485], [4.2027, 2.5540, -1.6510], [0.2642, -1.1827, -2.7506], [2.7060, -3.1771, -1.5581], [-0.8316, 3.2410, -5.6004], [-1.0624, 1.7491, 5.4902], [2.9463, 0.5303, 2.8825], [0.4171, -1.0676, -4.5213], [-1.0895, -2.5767, 1.2059], [-2.0490, 4.1243, -3.6386], [-1.0305, -2.4920, -1.7840], [-0.0624, 0.9069, -5.5961], [-2.7933, -2.2635, 1.4381], [-3.2675, -3.0752, -0.8426], [1.7542, -0.9281, -1.2136], [2.2127, -4.0065, 2.6032], [3.1613, 1.0394, 5.2749], [1.1694, 1.6527, 6.6064], [1.3549, -1.7396, 2.9643], [-2.8208, -5.4657, -0.3325], [-2.0591, 2.8304, -0.4255], [-1.5324, -4.1520, -2.1798], [-2.9580, 3.8893, -1.5198], [-3.5373, 2.2432, -1.1754], [3.2067, 0.6314, -0.5095], [-1.0965, -1.5980, -3.7811], [3.0704, 4.7461, -1.6260], [0.0149, 3.1232, 0.8830], [-1.6154, -4.9990, 0.8567], [0.9868, 5.0373, -0.3223]], "atomic_forces_ev_per_a": [[1.9, 0.5, -3.5], [0.1, 1.8, 1.8], [-0.6, -0.9, -0.1], [-0.6, -0.7, 0.4], [-0.4, -0.4, -0.3], [0.2, -0.2, -0.1], [-0.9, -2.1, 3.9], [0.0, -0.1, 0.0], [0.1, 0.1, -0.1], [-0.1, -0.2, 0.0], [-0.2, 0.1, 0.2], [-0.1, -0.1, 0.1], [0.2, -0.2, 0.0], [0.1, -0.5, 0.3], [-0.2, -0.1, 0.6], [0.0, 0.2, 0.2], [0.0, 0.0, -0.3], [-0.2, 0.1, -0.3], [0.0, 0.0, 0.0], [0.1, 0.1, 0.0], [0.0, 0.1, 0.0], [0.1, 0.0, 0.0], [-0.1, 0.4, -0.1], [0.1, -0.1, -0.2], [0.4, 0.4, 0.2], [0.0, -0.1, 0.0], [0.0, 0.3, -0.1], [0.1, -0.1, -0.1], [-0.4, 0.1, 0.2], [0.2, 0.1, -0.1], [0.0, 0.0, 0.1], [0.4, 2.0, -2.1], [0.0, 0.3, 0.0], [-0.2, 0.0, -0.1], [0.0, -0.1, 0.1], [-0.3, -0.2, -0.3], [-0.2, -0.2, 0.3], [-0.1, -0.1, 0.1], [0.2, -0.1, 0.1], [0.1, -0.1, 0.0], [0.0, 0.0, -0.1], [0.1, -0.1, 0.0], [0.0, 0.0, -0.1], [0.0, 0.1, -0.1], [-0.1, 0.0, 0.1], [0.0, 0.0, -0.1], [0.1, -0.1, 0.0], [0.0, 0.0, 0.1], [0.0, 0.1, 0.1], [0.1, 0.0, -0.2], [0.1, -0.1, -0.1], [-0.1, 0.1, 0.1], [0.0, 0.0, -0.1], [0.0, 0.0, -0.1], [0.0, 0.0, 0.1], [0.0, 0.0, 0.0], [0.0, 0.0, 0.1], [0.0, 0.0, 0.1], [-0.1, -0.1, -0.1], [-0.1, 0.0, 0.0], [0.0, -0.1, -0.2], [-0.1, 0.0, 0.0], [0.0, 0.1, 0.1], [0.1, -0.1, 0.0], [0.0, -0.2, 0.0], [0.1, 0.1, -0.1], [0.0, 0.1, -0.1], [0.1, 0.0, 0.1], [0.0, 0.1, 0.0]], "lowdin_spin": [0.59, 0.00, 0.00, 0.03, 0.01, 0.00, 0.16, 0.00, 0.00, 0.00, 0.00, 0.08, 0.01, 0.06, 0.06, 0.00, -0.01, -0.01, 0.00, 0.00, 0.01, 0.01, 0.00, 0.00, -0.01, 0.00, -0.01, 0.00, 0.00, 0.00, 0.00, 0.00, 0.00, 0.00, 0.00, 0.00, 0.00, 0.00, 0.00, 0.00, 0.00, 0.00, 0.00, 0.01, 0.00, 0.00, 0.00, 0.00, 0.00, 0.00, 0.00, 0.01, 0.00, 0.00, 0.00, 0.00, 0.00, 0.00, 0.00, 0.00, 0.00, 0.00, 0.00, 0.00, 0.00, 0.00, 0.00, 0.00, 0.00], "spin_multiplicity": 2, "orbital_gap_ha": [0.239, 0.273], "homo_energy_ev": [-6.70, -7.74]}

(2)
{"formula": "C4H7ClO3P", "method": "ωB97M-V/def2-TZVPD", "species": ["Cl", "P", "O", "O", "O", "C", "C", "C", "C", "H", "H", "H", "H", "H", "H", "H"], "xyz": [[1.9254, 1.1606, -1.4868], [-0.3660, -0.8689, 1.4642], [-0.7445, 0.6774, 2.0953], [-1.5404, -1.6589, 1.2167], [0.7442, -1.3821, 2.2368], [0.3594, 0.4369, -1.5810], [0.2448, 1.5504, 2.5094], [0.2644, -0.7689, -2.2646], [-0.8618, -1.3785, -2.7243], [-1.6753, -0.7996, -2.4650], [1.1226, 1.0551, 2.7806], [1.1484, -1.3635, -2.3902], [-0.7086, -2.3202, -3.0489], [-0.4814, 1.1507, -1.5308], [0.5819, 2.3492, 1.7747], [-0.0131, 2.1604, 3.4141]], "atomic_forces_ev_per_a": [[0.3, 0.4, 0.2], [0.8, 3.3, -0.2], [-0.9, -0.8, -0.8], [-2.8, -1.0, -0.8], [2.5, -0.7, 1.1], [-0.8, 0.5, 0.6], [0.3, 2.4, 0.0], [-0.2, -1.2, -0.5], [2.3, 3.1, 1.5], [-2.6, 0.1, -0.1], [1.5, -1.1, 0.4], [0.8, 0.1, 0.1], [-0.6, -2.9, -1.2], [0.6, -0.5, 0.1], [-0.7, -1.0, 0.1], [-0.5, -0.7, -0.5]], "lowdin_charge": [0.52, 0.38, -0.32, -0.35, -0.36, -0.64, -0.23, -0.36, -0.01, 0.03, 0.03, 0.08, 0.00, 0.06, 0.08, 0.08], "orbital_gap_ha": [0.270, 0.198], "homo_energy_ev": [-3.97, -2.57], "charge": -1}

(3)
{"formula": "C4H4BrN", "method": "ωB97M-V/def2-TZVPD", "species": ["Br", "N", "C", "C", "C", "C", "H", "H", "H", "H"], "xyz": [[1.4982, -1.5110, -2.0854], [2.0904, 0.1077, 0.2070], [-1.4134, 0.0078, -0.1766], [0.8701, 0.3893, 1.1524], [1.2972, -0.3591, -0.6383], [0.0330, 0.0201, 0.1552], [0.9448, 1.0413, 1.9857], [-1.7998, -0.7196, -0.9761], [-1.5259, 1.0778, -0.3880], [-1.9947, -0.0542, 0.7641]], "atomic_forces_ev_per_a": [[0.2, 0.3, -0.2], [2.1, -0.3, 0.7], [-0.4, 0.4, 0.6], [-0.4, 0.1, -3.4], [-1.3, 0.0, 0.7], [-0.3, -1.1, 1.1], [-0.2, 0.1, 0.8], [0.9, 1.3, 1.2], [-0.7, -0.2, -1.0], [0.2, -0.5, -0.5]], "lowdin_charge": [0.75, 0.06, -0.06, 0.01, -0.83, -0.29, 0.09, 0.11, 0.08, 0.08], "orbital_gap_ha": 0.312, "homo_energy_ev": -8.61}

(4)
{"formula": "C4H9NO", "method": "ωB97M-V/def2-TZVPD", "species": ["O", "N", "C", "C", "C", "C", "H", "H", "H", "H", "H", "H", "H", "H", "H"], "xyz": [[-0.3014, -1.2973, -1.8916], [-1.6418, 0.8666, -0.3780], [0.8439, -0.3681, 1.4929], [-0.2345, -1.2512, -0.6848], [-0.9303, 1.6332, -1.0934], [1.0132, -0.7743, 0.0311], [1.4537, 0.0233, -0.5777], [0.1026, -1.0024, 1.9936], [-1.0585, -1.6136, -0.0385], [-0.3950, 1.1841, -1.9350], [-2.0943, 1.3334, 0.4063], [1.7035, -1.6278, -0.0296], [0.5208, 0.6720, 1.6107], [1.7934, -0.4832, 2.0240], [-0.7753, 2.7052, -0.9302]], "atomic_forces_ev_per_a": [[0.0, -0.1, 0.4], [0.2, 0.4, 0.0], [0.0, 0.0, 0.1], [0.1, -0.1, -0.3], [-0.1, -0.2, 0.1], [0.0, 0.0, 0.0], [0.0, -0.2, 0.1], [0.1, 0.1, -0.1], [0.1, -0.1, -0.1], [-0.1, 0.0, 0.1], [0.0, 0.3, -0.1], [-0.1, 0.1, 0.0], [0.0, -0.2, -0.1], [-0.2, 0.1, 0.0], [-0.2, -0.1, 0.1]], "lowdin_charge": [0.01, 0.04, -0.12, -0.35, -0.10, -0.23, 0.11, 0.07, 0.11, 0.07, 0.06, 0.12, 0.06, 0.07, 0.07], "orbital_gap_ha": 0.380, "smiles": "CCC=O.C=N", "homo_energy_ev": -9.35}

Which M belongs to each record? In order, 615.63, 169.52, 145.99, 87.12 g/mol.